Record 1
Density functional theory data (ωB97M-V with the def2-TZVPD basis set) for a molecular structure, C46H56InN2P2.

The geometry in XYZ format:
```
107
Properties=species:S:1:pos:R:3:forces:R:3
In -0.428 1.278 0.435 -0.1 -0.3 -0.1
C 2.154 3.555 3.922 -0.3 -0.1 -0.1
P 1.449 2.675 2.462 0.6 -0.2 0.0
C 2.801 1.436 2.212 -0.2 0.1 0.2
C 1.800 3.918 1.145 -0.3 0.1 -0.1
C 3.101 4.267 0.782 0.0 0.0 0.0
C 3.339 5.241 -0.170 0.1 0.0 0.0
C 2.275 5.881 -0.792 0.0 0.0 0.0
C 0.978 5.548 -0.446 0.1 0.0 0.0
C 0.722 4.580 0.525 0.1 -0.1 0.2
P -1.003 4.234 1.071 -0.2 0.4 -0.1
C -1.439 5.871 1.802 0.0 -0.2 0.0
C -1.914 4.375 -0.539 0.0 0.0 0.2
H 3.176 3.869 3.708 0.0 0.0 0.0
H 2.150 2.884 4.781 0.0 0.0 0.0
H 1.548 4.428 4.159 0.0 0.0 0.0
H 3.770 1.899 2.026 0.0 -0.1 0.0
H 2.557 0.768 1.384 0.1 0.0 0.2
H 2.870 0.841 3.123 0.0 0.0 0.0
H 3.949 3.780 1.248 0.0 0.0 0.0
H 4.356 5.506 -0.426 0.0 0.0 0.0
H 2.462 6.646 -1.534 0.0 0.0 0.0
H 0.153 6.058 -0.929 0.0 0.0 0.0
H -1.160 6.686 1.135 0.0 0.0 0.0
H -0.937 5.997 2.761 0.0 0.0 0.0
H -2.516 5.891 1.973 0.0 0.0 0.0
H -2.138 5.412 -0.789 0.0 0.0 -0.1
H -2.854 3.828 -0.451 0.0 0.0 -0.1
H -1.325 3.929 -1.341 0.0 0.0 0.0
C -4.379 -2.679 -0.129 0.1 0.0 0.0
C -3.532 -1.498 0.350 -0.2 0.0 0.1
C -4.320 -0.183 0.281 0.1 -0.1 0.0
C -2.995 -1.697 1.757 0.3 0.1 -0.1
C -3.875 -1.972 2.795 0.0 -0.1 0.0
C -3.434 -2.079 4.104 0.0 0.0 0.1
C -2.105 -1.848 4.409 0.0 0.0 0.0
C -1.189 -1.545 3.411 0.1 0.0 -0.3
C 0.267 -1.276 3.738 -0.1 0.0 0.2
C 0.399 -0.224 4.844 0.0 -0.1 -0.1
C 0.989 -2.573 4.114 0.0 0.1 -0.1
C -1.633 -1.523 2.081 -0.4 -0.2 0.4
N -0.698 -1.236 1.055 0.1 0.4 -0.3
C -0.358 -2.110 0.199 -0.2 0.0 0.4
C 0.396 -1.716 -1.046 0.2 0.3 -0.4
N 0.674 -0.498 -1.274 0.0 -0.1 0.5
C 1.162 -0.091 -2.543 0.0 0.1 -0.6
C 0.207 0.171 -3.544 0.0 -0.1 0.2
C 0.656 0.519 -4.812 0.0 0.0 0.0
C 2.008 0.647 -5.079 -0.1 0.0 0.0
C 2.924 0.482 -4.055 0.1 -0.1 0.0
C 2.529 0.116 -2.773 0.0 0.0 0.2
C 3.591 0.093 -1.684 -0.2 0.1 0.2
C 3.568 -1.088 -0.706 0.1 0.0 -0.1
C 3.519 1.422 -0.916 0.1 -0.1 -0.3
C -1.288 0.095 -3.274 0.0 0.0 -0.2
C -1.896 -1.181 -3.866 0.0 0.1 0.1
C -2.016 1.336 -3.799 0.1 0.0 0.1
C 0.562 -2.937 -1.847 0.1 -0.3 -0.1
C 1.177 -3.229 -3.040 -0.1 0.2 0.1
C 1.136 -4.561 -3.506 0.0 -0.1 -0.1
C 0.503 -5.565 -2.815 0.0 0.0 0.0
C -0.135 -5.297 -1.579 0.0 0.2 0.1
C -0.813 -6.214 -0.740 0.0 0.0 0.0
C -1.356 -5.799 0.452 0.0 -0.2 0.0
C -1.283 -4.460 0.894 0.1 0.2 0.0
C -0.645 -3.544 0.095 -0.1 -0.3 -0.1
C -0.075 -3.976 -1.128 0.0 0.1 0.0
H -4.757 -2.486 -1.134 0.0 0.0 0.0
H -5.234 -2.852 0.525 0.0 0.0 0.0
H -3.780 -3.591 -0.161 -0.1 0.0 0.0
H -2.696 -1.409 -0.342 0.1 0.0 -0.1
H -5.215 -0.232 0.902 0.0 0.0 0.0
H -4.624 0.025 -0.747 0.0 0.0 0.0
H -3.706 0.649 0.639 -0.1 0.0 0.0
H -4.927 -2.112 2.579 0.0 0.0 0.0
H -4.135 -2.326 4.891 0.0 0.0 0.0
H -1.777 -1.906 5.440 0.0 0.0 0.0
H 0.740 -0.876 2.838 0.0 0.0 0.0
H 0.026 -0.602 5.797 0.0 0.0 0.0
H -0.161 0.677 4.585 0.0 0.0 0.1
H 1.448 0.045 4.985 0.0 0.0 0.0
H 0.489 -3.059 4.954 0.0 0.0 0.0
H 2.022 -2.368 4.403 0.0 0.0 0.0
H 1.000 -3.270 3.274 0.0 0.0 0.0
H -0.064 0.690 -5.602 0.0 0.0 0.0
H 2.341 0.904 -6.076 0.0 0.0 0.0
H 3.978 0.636 -4.252 0.0 0.0 0.0
H 4.554 0.057 -2.198 0.0 0.0 0.0
H 2.814 -0.955 0.069 0.0 -0.1 0.0
H 4.539 -1.162 -0.214 0.0 0.0 0.0
H 3.381 -2.033 -1.217 0.0 0.0 0.0
H 2.541 1.532 -0.438 0.1 0.1 -0.1
H 3.659 2.268 -1.590 0.0 0.0 0.0
H 4.291 1.461 -0.145 -0.1 0.0 0.0
H -1.441 0.077 -2.192 0.0 -0.1 0.0
H -1.682 -1.241 -4.934 0.0 0.0 0.0
H -2.979 -1.189 -3.731 0.0 0.0 0.0
H -1.483 -2.074 -3.395 0.0 0.0 0.0
H -2.043 1.360 -4.888 0.0 0.0 0.0
H -1.526 2.245 -3.445 0.0 0.0 -0.1
H -3.048 1.344 -3.442 0.0 0.0 0.0
H 1.679 -2.468 -3.624 0.0 0.0 0.0
H 1.628 -4.792 -4.441 0.0 0.0 0.0
H 0.492 -6.572 -3.213 0.0 0.0 0.0
H -0.900 -7.251 -1.042 0.0 0.0 0.0
H -1.861 -6.520 1.081 0.0 0.0 0.0
H -1.726 -4.184 1.842 0.0 0.0 0.0
```
Forces are in eV/Å.

Calculated values
Spin multiplicity ... 1
LUMO ... -0.12638 hartree
Max |F| ... 0.0123 Eh/bohr
Total charge ... +1
Molar mass ... 813.73 g/mol
Highest occupied orbital energy ... -10.314 eV

Record 2
Density functional theory data (ωB97M-V with the def2-TZVPD basis set) for 5 unconnected molecules or ions with the total composition C3H17N2O4 in a non-equilibrium geometry.

The geometry in XYZ format:
```
26
Properties=species:S:1:pos:R:3:forces:R:3
C 1.831 -0.774 -1.539 0.2 0.4 0.2
C 0.480 -0.958 -0.939 -0.3 0.2 -0.2
C -0.646 -0.391 -1.401 0.2 -0.3 0.2
N -0.704 0.339 -2.539 0.0 0.3 -0.5
N 0.415 -1.677 0.334 0.4 -0.6 0.5
H 1.833 -1.013 -2.601 0.1 -0.1 0.0
H 2.603 -1.364 -1.042 -0.1 -0.2 -0.1
H 2.161 0.266 -1.429 -0.1 0.0 -0.1
H -1.587 -0.524 -0.883 0.0 0.0 0.0
H 0.136 0.598 -3.026 0.0 0.0 0.1
H -1.520 0.861 -2.807 0.0 -0.2 0.2
H 0.813 -1.077 1.098 -0.2 0.0 -0.1
H 0.957 -2.551 0.329 -0.1 0.3 -0.3
H -0.542 -1.961 0.589 -0.1 0.3 0.1
H -2.919 -2.702 0.673 -0.2 -0.2 -0.3
H -2.562 -2.319 2.087 0.1 0.1 0.2
O -2.266 -2.218 1.178 0.1 0.1 0.1
H -1.042 1.620 2.074 0.1 -0.2 0.2
H -2.086 2.721 1.759 0.6 -0.2 -0.2
O -1.197 2.392 1.526 -0.6 0.3 -0.1
H 1.265 1.063 1.256 0.0 0.0 0.0
H 1.814 0.550 2.594 0.3 0.0 0.5
O 1.122 0.383 1.960 -0.2 0.0 -0.4
H 0.258 2.500 0.321 0.8 -0.2 -0.3
H 1.679 3.092 0.159 -0.2 -0.5 -0.1
O 1.180 2.265 0.028 -0.7 0.7 0.4
```
Forces are in eV/Å.

Calculated values
Spin multiplicity ... 1
LUMO ... -0.09890 hartree
Max |F| ... 0.0215 Eh/bohr
Total charge ... +1
Molar mass ... 145.18 g/mol
Highest occupied orbital energy ... -11.568 eV

Record 3
Density functional theory data (ωB97M-V with the def2-TZVPD basis set) for a molecular structure, C7H11N3S in a non-equilibrium geometry.

The geometry in XYZ format:
```
22
Properties=species:S:1:pos:R:3:forces:R:3
C -1.068 3.385 -2.128 -1.8 -0.2 -0.4
C 0.229 3.253 -2.351 1.9 -1.3 1.1
C -0.792 1.611 -0.974 1.0 -1.4 1.1
C -0.898 0.537 0.017 3.1 -3.5 -0.6
C 1.490 -2.769 0.116 -0.1 -1.8 2.1
C 0.772 -1.402 2.159 1.5 -0.5 -0.2
C 0.546 -1.670 0.620 -1.2 -1.4 1.0
N -1.712 2.428 -1.378 0.9 0.0 0.4
N 0.617 -0.565 -0.233 -4.0 4.7 0.0
N -1.923 0.306 0.850 2.9 -2.0 -0.3
S 0.883 1.799 -1.528 -2.0 2.1 -0.7
H -1.661 4.140 -2.582 -0.4 0.7 -0.1
H 0.807 4.036 -2.779 0.6 0.0 -0.6
H 1.469 -2.745 -0.911 -0.2 -0.1 -2.6
H 2.570 -2.675 0.354 -0.7 0.1 0.5
H 1.071 -3.829 0.439 1.1 2.2 -0.4
H -0.172 -1.393 2.703 0.1 -0.1 0.3
H 1.262 -0.393 2.265 -0.5 -1.0 -0.1
H 1.504 -2.201 2.603 -1.6 1.4 -0.6
H -0.456 -2.129 0.363 0.4 0.0 1.1
H -2.744 0.851 0.960 -0.6 0.6 -0.2
H -1.797 -0.573 1.416 -0.5 1.5 -0.7
```
Forces are in eV/Å.

Calculated values
Spin multiplicity ... 1
LUMO (spin up / spin down) ... -0.01936 / -0.01942 hartree
Max |F| ... 0.1202 Eh/bohr
Molar mass ... 169.25 g/mol
Highest occupied orbital energy (spin up / spin down) ... -7.293 / -7.285 eV

Record 4
Density functional theory data (ωB97M-V with the def2-TZVPD basis set) for a molecular structure, C37H30AsBrN4PdS.

The geometry in XYZ format:
```
75
Properties=species:S:1:pos:R:3:forces:R:3
Pd -0.293 2.004 0.242 0.2 0.7 -0.3
Br -4.337 -0.137 6.211 0.0 0.0 0.0
C -2.985 0.301 4.973 0.0 0.0 0.0
C -3.320 0.598 3.665 0.0 0.0 0.0
C -2.318 0.931 2.764 -0.1 -0.1 -0.1
C -0.993 0.961 3.167 0.3 0.1 -0.1
C -0.670 0.651 4.486 0.0 0.0 0.1
C -1.662 0.326 5.392 0.0 0.0 0.0
N 0.000 1.243 2.167 0.1 -0.1 0.3
C 1.243 1.031 2.388 -0.1 -0.1 -0.2
C 2.196 1.115 1.271 -0.3 -0.1 0.2
C 3.543 0.883 1.434 0.2 0.0 -0.1
C 4.359 0.894 0.305 -0.1 0.0 0.1
C 3.787 1.116 -0.931 -0.1 0.0 0.0
C 2.416 1.339 -1.019 0.0 -0.1 -0.1
N 1.648 1.348 0.062 -0.2 -0.1 0.1
H -4.352 0.581 3.346 0.0 0.0 0.0
H -2.570 1.170 1.742 0.0 0.0 0.0
H 0.352 0.655 4.839 0.0 0.1 0.0
H -1.410 0.089 6.416 0.0 0.0 0.0
H 1.622 0.709 3.353 0.0 -0.1 0.0
H 3.939 0.693 2.422 0.0 0.0 0.0
H 5.422 0.717 0.395 0.0 0.0 0.0
H 4.379 1.116 -1.835 0.0 0.0 0.0
H 1.916 1.525 -1.961 0.0 0.0 0.0
C 1.583 4.442 -1.036 0.0 0.0 0.0
C 0.693 3.703 -1.988 -0.2 0.1 0.2
C 0.518 3.923 -3.333 0.0 -0.1 -0.2
C -0.601 3.149 -3.741 0.1 0.1 -0.1
C -1.069 2.489 -2.628 -0.1 0.1 0.1
C -2.324 1.687 -2.499 0.0 0.0 0.0
N -0.272 2.820 -1.562 0.1 -0.2 0.1
H 2.125 5.215 -1.580 0.0 0.0 0.0
H 2.325 3.821 -0.526 0.0 0.0 0.0
H 0.988 4.933 -0.262 0.0 0.0 0.0
H 1.103 4.600 -3.937 0.0 0.0 0.0
H -1.054 3.112 -4.720 0.0 0.0 0.0
H -2.978 1.915 -3.341 0.0 0.0 0.0
H -2.850 1.935 -1.576 0.0 0.0 0.0
H -2.165 0.605 -2.496 0.1 0.0 0.0
C -3.413 -4.855 -1.930 0.0 0.0 0.0
C -3.415 -3.672 -2.656 0.0 0.0 0.0
C -2.711 -2.571 -2.192 0.0 0.0 0.0
C -1.984 -2.646 -1.006 0.0 0.0 0.0
C -1.990 -3.831 -0.280 0.0 0.0 0.0
C -2.704 -4.930 -0.741 0.0 0.0 0.0
As -1.022 -1.034 -0.430 0.0 -0.2 0.0
C 0.486 -1.217 -1.659 0.0 0.0 0.0
C 0.548 -0.817 -2.986 0.0 0.0 0.0
C 1.715 -1.022 -3.711 0.0 0.0 0.0
C 2.814 -1.628 -3.113 0.0 0.0 0.0
C 2.760 -2.017 -1.782 0.0 0.0 0.0
C 1.600 -1.801 -1.046 0.0 0.0 0.1
C 1.429 -2.107 0.390 0.0 0.0 0.0
C 2.412 -2.605 1.241 0.0 0.0 0.0
C 2.124 -2.821 2.580 0.0 0.0 0.0
C 0.855 -2.551 3.082 0.0 0.0 0.0
C -0.130 -2.051 2.239 0.0 0.0 0.0
C 0.156 -1.830 0.898 -0.1 0.0 0.0
H -3.965 -5.714 -2.289 0.0 0.0 0.0
H -3.971 -3.603 -3.582 0.0 0.0 0.0
H -2.732 -1.649 -2.764 0.0 0.0 0.0
H -1.431 -3.910 0.643 0.0 0.0 0.0
H -2.699 -5.849 -0.169 0.0 0.0 0.0
H -0.292 -0.330 -3.461 -0.1 0.0 0.0
H 1.766 -0.703 -4.744 0.0 0.0 0.0
H 3.718 -1.793 -3.685 0.0 0.0 0.0
H 3.626 -2.477 -1.320 0.0 0.0 0.0
H 3.405 -2.819 0.864 0.0 0.0 0.0
H 2.891 -3.212 3.238 0.0 0.0 0.0
H 0.633 -2.735 4.125 0.0 0.0 0.0
H -1.117 -1.831 2.632 0.0 0.0 0.0
S -2.997 5.358 1.772 0.0 -0.1 0.0
C -2.359 4.027 1.126 -0.1 0.2 0.0
N -1.938 3.038 0.649 0.0 -0.1 0.0
```
Forces are in eV/Å.

Calculated values
Spin multiplicity ... 1
LUMO ... -0.05847 hartree
Max |F| ... 0.0147 Eh/bohr
Molar mass ... 823.99 g/mol
Highest occupied orbital energy ... -6.991 eV